No. 1
Density functional theory data (the ωB97M-V functional and the def2-TZVPD basis) for a molecular structure, C34H40Cl3F3N6O6SSiTa at a distorted geometry.

Last column: Löwdin charge in e.
Atoms and positions in Å:
Ta (-0.341, -0.036, -0.060)  1.78
C (-2.326, 3.213, 0.554)  -0.06
C (-2.530, 2.484, -0.723)  -0.27
C (-3.394, 2.952, -1.708)  -0.02
C (-3.528, 2.247, -2.891)  -0.05
C (-2.799, 1.092, -3.118)  -0.03
C (-1.943, 0.659, -2.106)  -0.47
N (-1.863, 1.343, -0.938)  0.02
N (-1.102, -0.423, -2.060)  -0.19
Si (-0.944, -1.506, -3.428)  0.44
C (-0.491, -0.549, -4.994)  -0.16
C (-2.555, -2.431, -3.756)  -0.17
C (0.373, -2.804, -3.175)  -0.16
H (-2.753, 4.213, 0.490)  0.09
H (-1.265, 3.281, 0.789)  0.04
H (-2.825, 2.664, 1.364)  -0.04
H (-3.950, 3.861, -1.529)  0.11
H (-4.207, 2.605, -3.656)  0.11
H (-2.885, 0.549, -4.046)  0.08
H (-1.358, -0.186, -5.548)  0.02
H (0.071, -1.207, -5.663)  0.03
H (0.143, 0.311, -4.770)  0.02
H (-3.406, -1.766, -3.920)  0.02
H (-2.807, -3.110, -2.938)  0.03
H (-2.433, -3.036, -4.660)  0.03
H (1.378, -2.379, -3.195)  0.03
H (0.295, -3.501, -4.016)  0.04
H (0.250, -3.374, -2.252)  0.04
C (5.485, 2.377, 3.136)  -0.05
C (5.065, 1.321, 2.119)  -0.64
C (5.654, -0.034, 2.493)  -0.05
C (5.544, 1.736, 0.722)  -0.04
N (3.597, 1.240, 2.217)  -0.06
N (2.954, 0.393, 1.286)  0.03
H (6.571, 2.474, 3.168)  0.08
H (5.122, 2.106, 4.129)  0.08
H (5.066, 3.353, 2.874)  0.08
H (6.745, 0.017, 2.518)  0.08
H (5.371, -0.798, 1.764)  0.07
H (5.291, -0.343, 3.474)  0.09
H (6.623, 1.907, 0.722)  0.08
H (5.050, 2.658, 0.401)  0.08
H (5.344, 0.964, -0.025)  0.06
H (3.211, 2.169, 2.079)  0.09
H (2.872, -0.542, 1.666)  0.05
H (3.433, 0.368, 0.390)  0.05
F (-6.100, -3.573, 2.736)  0.14
C (-6.202, -2.895, 1.579)  -0.57
F (-6.607, -3.780, 0.639)  0.12
F (-7.197, -2.006, 1.726)  0.15
C (-4.909, -2.240, 1.197)  -0.12
C (-4.601, -2.018, -0.144)  0.02
C (-3.417, -1.406, -0.458)  -0.11
N (-2.515, -0.999, 0.460)  -0.02
C (-2.866, -1.147, 1.738)  -0.22
C (-4.041, -1.777, 2.148)  -0.05
H (-5.263, -2.331, -0.940)  0.12
H (-3.160, -1.256, -1.489)  0.06
H (-2.201, -0.785, 2.504)  0.07
H (-4.243, -1.850, 3.205)  0.13
Cl (-0.383, 3.217, 3.562)  0.66
C (-0.178, 1.541, 3.846)  -1.08
Cl (0.141, 1.066, 5.470)  0.63
Cl (-4.339, 1.227, 2.527)  -0.29
C (-0.258, 0.628, 2.870)  -0.69
O (-0.138, -0.685, 3.131)  -0.49
O (-0.487, 0.938, 1.599)  -0.32
S (0.360, -1.630, 1.800)  0.76
O (1.829, -2.995, -0.008)  0.01
C (2.043, -2.016, -0.690)  -0.64
O (1.168, -1.081, -0.950)  -0.28
C (3.389, -1.798, -1.329)  -0.12
C (4.375, -2.763, -1.149)  0.02
C (5.638, -2.580, -1.682)  0.02
C (5.890, -1.416, -2.390)  -0.15
C (4.930, -0.440, -2.584)  0.02
C (3.668, -0.640, -2.046)  0.00
N (7.232, -1.208, -2.951)  -0.35
O (7.426, -0.199, -3.600)  0.07
O (8.045, -2.104, -2.823)  0.07
H (4.132, -3.648, -0.576)  0.13
H (6.423, -3.310, -1.555)  0.12
H (5.173, 0.457, -3.133)  0.12
H (2.900, 0.113, -2.164)  0.10
C (2.377, 3.872, -1.749)  -0.10
C (2.074, 3.757, -0.399)  -0.10
C (1.315, 2.687, 0.061)  -0.14
C (0.837, 1.690, -0.798)  -0.25
C (1.148, 1.843, -2.155)  -0.15
C (1.904, 2.909, -2.629)  -0.10
H (2.967, 4.705, -2.111)  0.09
H (2.424, 4.506, 0.303)  0.10
H (1.097, 2.624, 1.120)  0.06
H (0.802, 1.100, -2.865)  0.06
H (2.122, 2.984, -3.689)  0.10

## Properties
HOMO   -0.18618 hartree
Energy relative to the best compared isomer or geometry (same formula, charge and spin)   1.212 eV
Total energy   -4524.6768 Eh
HOMO-LUMO gap   5.8 eV
LUMO   0.76 eV
Total charge   -1

---

No. 2
Density functional theory data (the ωB97M-V functional and the def2-TZVPD basis) for a single C4H4ClFN2 molecule at a distorted geometry.

Last column: Löwdin charge in e.
Atoms and positions in Å:
C (1.101, 1.533, -0.007)  -0.08
C (-0.269, 1.621, -0.005)  -0.10
C (-0.787, 0.292, 0.010)  -0.66
C (0.289, -0.542, 0.001)  -0.33
H (2.896, -0.864, 0.863)  0.12
H (2.852, -0.887, -0.830)  0.11
H (1.891, 2.304, 0.010)  0.13
H (-0.877, 2.548, 0.029)  0.12
N (2.740, -0.282, 0.000)  0.09
N (1.433, 0.197, -0.006)  -0.16
F (0.377, -1.872, -0.001)  0.10
Cl (-2.433, -0.181, -0.001)  0.67

## Properties
HOMO   -0.31264 hartree
Energy relative to the best compared isomer or geometry (same formula, charge and spin)   0.619 eV
Total energy   -824.3423 Eh
HOMO-LUMO gap   9.2 eV
LUMO   0.70 eV
SMILES   Nn1ccc(Cl)c1F

---

No. 3
Density functional theory data (the ωB97M-V functional and the def2-TZVPD basis) for a molecular structure, C8H30AlN13O8P at a distorted geometry.

Last column: Löwdin charge in e.
Atoms and positions in Å:
C (1.688, 0.613, 5.915)  -0.09
C (1.620, 0.475, 4.596)  -0.27
Al (1.025, 0.676, 2.612)  0.12
P (2.778, 1.563, 1.298)  0.53
N (2.495, 3.159, 1.181)  -0.29
O (4.293, 1.237, 2.116)  -0.34
O (2.739, 0.785, -0.270)  -0.32
H (1.687, 0.944, 7.036)  0.00
H (-0.177, 1.735, 2.454)  -0.11
H (0.604, -0.708, 1.964)  -0.13
H (1.620, 3.308, 1.720)  -0.09
H (4.150, 1.455, 3.082)  0.05
H (3.514, 0.169, -0.359)  0.05
C (7.684, 2.007, 3.492)  -0.71
O (6.766, 2.592, 4.044)  0.03
N (7.521, 1.305, 2.346)  0.15
N (8.951, 2.008, 3.980)  0.13
H (8.265, 0.818, 1.879)  0.09
H (6.592, 1.278, 1.949)  0.08
H (9.113, 2.520, 4.833)  0.10
H (9.719, 1.534, 3.542)  0.08
C (-0.395, 1.685, 9.229)  -0.68
O (0.397, 1.805, 8.310)  0.01
N (-0.144, 2.150, 10.478)  0.14
N (-1.596, 1.076, 9.083)  0.15
H (-0.782, 2.061, 11.247)  0.09
H (0.741, 2.610, 10.627)  0.11
H (-1.820, 0.717, 8.167)  0.11
H (-2.262, 0.967, 9.825)  0.09
C (0.137, 1.367, -3.733)  -0.69
O (0.036, 1.601, -4.934)  -0.03
N (1.325, 1.353, -3.090)  0.17
N (-0.933, 1.103, -2.948)  0.17
H (1.427, 1.163, -2.106)  0.07
H (2.147, 1.545, -3.639)  0.11
H (-1.837, 1.103, -3.390)  0.10
H (-0.871, 0.908, -1.961)  0.08
C (-1.506, -1.817, -6.050)  -0.70
O (-0.573, -2.428, -5.546)  0.01
N (-2.684, -2.410, -6.362)  0.12
N (-1.444, -0.495, -6.339)  0.15
H (-3.460, -1.928, -6.775)  0.07
H (-2.770, -3.392, -6.163)  0.08
H (-0.582, -0.014, -6.120)  0.07
H (-2.198, 0.022, -6.751)  0.09
C (-2.741, -0.553, 0.585)  -0.70
O (-1.688, -0.042, 0.249)  0.00
N (-3.734, -0.835, -0.297)  0.14
N (-3.013, -0.886, 1.869)  0.16
H (-4.608, -1.256, -0.040)  0.09
H (-3.569, -0.602, -1.263)  0.10
H (-2.298, -0.692, 2.554)  0.10
H (-3.873, -1.308, 2.168)  0.09
C (-5.502, -4.096, -8.048)  -0.67
O (-4.484, -3.719, -7.488)  0.02
N (-6.666, -4.302, -7.388)  0.15
N (-5.555, -4.341, -9.379)  0.15
H (-7.513, -4.611, -7.830)  0.09
H (-6.667, -4.130, -6.395)  0.11
H (-4.707, -4.200, -9.906)  0.11
H (-6.381, -4.651, -9.859)  0.09

## Properties
HOMO   -0.16462 hartree
Energy relative to the best compared isomer or geometry (same formula, charge and spin)   1.245 eV
Total energy   -2220.5919 Eh
HOMO-LUMO gap   6.0 eV
LUMO   1.55 eV
Total charge   -1

---

No. 4
Density functional theory data (the ωB97M-V functional and the def2-TZVPD basis) for 9 unconnected molecules or ions with the total composition C26H40Cl17O5P at a distorted geometry.

Last column: Löwdin charge in e.
Atoms and positions in Å:
C (-5.200, -2.973, -3.238)  0.01
C (-3.954, -3.446, -3.169)  -0.14
C (-2.975, -2.633, -2.338)  -0.14
C (-3.006, -2.718, -1.005)  -0.28
P (-4.204, -3.780, -0.054)  0.64
O (-3.294, -4.939, 0.757)  -0.35
Cl (-5.109, -2.523, 1.388)  0.15
C (-1.974, -1.840, -0.264)  -0.33
O (-1.360, -2.236, 0.675)  0.13
C (-1.791, -0.437, -0.864)  -0.15
C (-1.680, 0.784, 0.053)  -0.06
C (-0.289, 0.960, 0.710)  -0.50
O (0.642, 1.310, 0.088)  0.16
O (-0.232, 0.722, 2.062)  0.08
C (-1.771, -0.341, -2.189)  0.03
C (-1.939, -1.661, -2.962)  -0.30
O (-1.340, -1.911, -3.952)  0.14
H (-5.357, -1.886, -3.137)  0.08
H (-6.062, -3.633, -3.411)  0.08
H (-3.686, -4.357, -3.720)  0.12
H (-2.391, -4.889, 0.391)  0.05
H (-2.482, 0.686, 0.821)  0.13
H (-1.973, 1.666, -0.548)  0.09
H (-1.110, 0.974, 2.397)  0.10
H (-1.649, 0.604, -2.732)  0.13
Cl (-4.448, 1.437, -1.797)  0.62
C (-5.753, 2.472, -1.158)  -0.63
C (-5.289, 3.891, -0.938)  -0.68
Cl (-4.115, 4.009, 0.400)  0.56
H (-6.119, 2.021, -0.238)  0.07
H (-6.559, 2.455, -1.891)  0.08
H (-6.138, 4.520, -0.673)  0.08
H (-4.825, 4.304, -1.829)  0.01
Cl (-1.713, 2.713, 5.735)  0.53
C (-0.092, 2.388, 5.064)  -0.67
C (1.008, 2.975, 5.914)  -0.67
Cl (1.018, 4.757, 5.866)  0.53
H (-0.063, 2.779, 4.049)  0.06
H (0.018, 1.305, 5.016)  0.07
H (1.977, 2.644, 5.543)  0.03
H (0.919, 2.667, 6.954)  0.07
Cl (4.784, 4.735, 7.207)  0.54
C (6.072, 3.632, 6.658)  -0.66
C (5.561, 2.601, 5.681)  -0.69
Cl (4.468, 1.422, 6.454)  0.55
H (6.514, 3.166, 7.536)  0.07
H (6.833, 4.248, 6.178)  0.07
H (6.397, 2.032, 5.270)  -0.05
H (5.026, 3.065, 4.854)  0.07
Cl (-1.721, -2.204, 4.443)  0.54
C (-1.114, -3.711, 3.713)  -0.67
C (-1.411, -4.919, 4.568)  -0.66
Cl (-0.470, -4.921, 6.082)  0.53
H (-0.046, -3.595, 3.540)  0.07
H (-1.607, -3.813, 2.746)  0.04
H (-1.144, -5.827, 4.028)  0.07
H (-2.467, -4.974, 4.827)  0.07
Cl (-3.729, 6.677, -1.855)  0.57
C (-4.316, 7.571, -0.429)  -0.66
C (-3.731, 8.960, -0.347)  -0.67
Cl (-1.987, 8.934, 0.012)  0.55
H (-4.080, 6.983, 0.457)  0.05
H (-5.401, 7.632, -0.518)  0.08
H (-4.212, 9.515, 0.459)  0.07
H (-3.876, 9.511, -1.275)  0.07
Cl (7.613, 1.270, 3.507)  0.61
C (8.234, -0.196, 2.704)  -0.64
C (7.880, -1.452, 3.463)  -0.66
Cl (8.747, -1.566, 5.015)  0.54
H (9.311, -0.087, 2.590)  0.07
H (7.788, -0.226, 1.711)  0.07
H (8.161, -2.327, 2.878)  0.07
H (6.812, -1.506, 3.669)  0.07
Cl (1.624, -4.774, -5.327)  0.54
C (1.882, -3.083, -4.821)  -0.65
C (2.836, -2.355, -5.735)  -0.68
Cl (4.507, -2.971, -5.595)  0.53
H (2.240, -3.091, -3.792)  0.07
H (0.908, -2.595, -4.839)  0.05
H (2.866, -1.298, -5.472)  0.08
H (2.531, -2.440, -6.777)  -0.03
Cl (1.056, -2.953, -8.517)  0.58
C (2.364, -4.067, -8.995)  -0.65
C (1.879, -5.144, -9.935)  -0.66
Cl (0.781, -6.295, -9.131)  0.54
H (2.793, -4.491, -8.087)  0.04
H (3.129, -3.466, -9.486)  0.08
H (2.728, -5.720, -10.303)  0.07
H (1.356, -4.722, -10.791)  0.07

## Properties
HOMO   -0.33026 hartree
Total energy   -9555.5082 Eh
HOMO-LUMO gap   7.6 eV
LUMO   -1.34 eV
SMILES   C=CC1=C(P(O)Cl)C(=O)C(CC(=O)O)=CC1=O.ClCCCl.ClCCCl.ClCCCl.ClCCCl.ClCCCl.ClCCCl.ClCCCl.ClCCCl